Formula: C3H11NO3S
Source: the Open Molecules 2025 dataset
Level of theory: the ωB97M-V functional and the def2-TZVPD basis

Computed properties:
- E_HOMO: -9.27 eV
- Frontier orbital gap: 9.762 eV
- Spin multiplicity: 1
- M: 141.2 g mol⁻¹
- DFT total energy: -799.544463 Ha
- ΔE to the lowest compared entry with this formula, charge and spin: 28.4 kcal per mole

XYZ file:
```
19
Properties=species:S:1:pos:R:3:lowdin_charge:R:1
O 1.79 -2.58 -0.51 0.026
C 1.44 -1.49 -0.91 -0.337
N 0.40 -0.78 -0.32 0.015
C 0.39 0.68 -0.44 -0.298
C -1.03 1.07 -0.20 -0.505
S -1.67 1.09 1.57 0.703
H 1.80 -0.87 -1.69 0.113
H -0.08 -1.15 0.50 0.123
H 0.59 0.97 -1.49 0.116
H 1.00 1.23 0.29 0.096
H -1.75 0.61 -0.86 0.044
H -1.14 2.17 -0.44 0.084
H -1.38 -0.07 2.14 -0.172
H -1.68 -0.25 -2.96 0.058
H -0.59 -0.33 -4.17 0.038
O -0.74 -0.37 -3.23 -0.057
H 2.10 0.83 3.03 0.042
H 0.77 1.50 2.64 0.001
O 1.35 0.76 2.43 -0.090
```

=====

Formula: C3H11NO4
Source: the Open Molecules 2025 dataset
Level of theory: the ωB97M-V functional and the def2-TZVPD basis

Computed properties:
- E_HOMO (alpha / beta): -3.98 / -4.47 eV
- Frontier orbital gap (alpha / beta): 7.997 / 8.171 eV
- Charge: -1
- Spin multiplicity: 2
- M: 125.1 g mol⁻¹
- DFT total energy: -476.574717 Ha
- ΔE to the lowest compared entry with this formula, charge and spin: 1.8 kcal per mole

XYZ file:
```
19
Properties=species:S:1:pos:R:3:lowdin_charge:R:1
C -0.31 2.17 -1.05 -0.129
N -1.02 1.77 0.16 -0.112
C -0.21 1.33 1.23 -0.066
C -0.18 -0.14 1.56 -0.469
O -1.21 -0.84 0.90 -0.031
O 1.07 -0.72 1.23 -0.024
H 0.09 1.33 -1.62 0.052
H -0.93 2.82 -1.67 0.061
H 0.54 2.76 -0.73 0.071
H -1.82 1.18 0.06 0.094
H -0.27 -0.31 2.64 0.129
H -0.08 2.10 1.98 0.085
H -0.78 -1.35 0.19 0.058
H -0.02 -3.21 -1.95 -0.078
H 0.78 -1.44 -1.62 -0.050
O 0.02 -2.44 -1.38 -0.348
H 1.89 -0.32 -2.48 -0.033
H 1.44 -0.24 0.47 0.053
O 1.52 -0.55 -1.62 -0.262
```

=====

Formula: C3H11NO4
Source: the Open Molecules 2025 dataset
Level of theory: the ωB97M-V functional and the def2-TZVPD basis

Computed properties:
- E_HOMO: -10.01 eV
- Frontier orbital gap: 10.795 eV
- Spin multiplicity: 1
- M: 125.1 g mol⁻¹
- DFT total energy: -476.622091 Ha
- ΔE to the lowest compared entry with this formula, charge and spin: 34.9 kcal per mole

XYZ file:
```
19
Properties=species:S:1:pos:R:3:lowdin_charge:R:1
C 1.40 0.52 0.01 -0.356
N 0.98 -0.01 1.17 0.035
C -0.06 0.62 1.95 -0.163
C -1.41 -0.12 1.79 -0.220
O -1.30 -1.25 0.94 -0.095
O 2.06 -0.07 -0.83 -0.007
H 1.07 1.56 -0.06 0.142
H 1.17 -0.96 1.45 0.153
H 0.25 0.72 2.99 0.113
H -0.11 1.67 1.65 0.110
H -1.67 -0.60 2.73 0.109
H -2.25 0.48 1.45 0.114
H -1.37 -1.00 0.00 0.032
H 1.41 -1.01 -2.80 0.056
H 1.76 0.36 -2.95 0.044
O 1.07 -0.23 -3.28 -0.064
H -1.66 -0.20 -2.45 0.058
H -0.24 -0.18 -2.09 0.007
O -1.12 -0.30 -1.66 -0.069
```

=====

Formula: C3H11NO4
Source: the Open Molecules 2025 dataset
Level of theory: the ωB97M-V functional and the def2-TZVPD basis

Computed properties:
- E_HOMO: -9.81 eV
- Frontier orbital gap: 10.242 eV
- Spin multiplicity: 1
- M: 125.1 g mol⁻¹
- DFT total energy: -476.573271 Ha
- ΔE to the lowest compared entry with this formula, charge and spin: 65.5 kcal per mole

XYZ file:
```
19
Properties=species:S:1:pos:R:3:lowdin_charge:R:1
O 0.50 1.66 -1.44 -0.043
C 0.04 1.16 -0.36 -0.453
N 1.00 0.93 0.65 0.073
C 0.57 0.41 1.98 -0.323
O 1.03 -0.83 2.13 -0.043
C -1.46 1.15 -0.14 -0.024
H 2.00 1.23 0.45 0.169
H -0.52 0.58 2.07 0.103
H 1.05 0.98 2.74 0.108
H 1.50 -1.32 1.37 0.161
H -1.86 2.18 -0.41 0.108
H -1.87 0.74 0.90 0.099
H -2.11 0.44 -0.71 0.079
H 2.75 0.25 -2.48 -0.020
H 2.55 -0.84 -3.47 0.041
O 3.24 -0.35 -3.00 -0.043
H -2.52 -2.80 0.65 0.039
H -3.01 -3.15 -0.76 0.013
O -2.88 -2.43 -0.17 -0.044
```

=====

- spin multiplicity of number 4 (C3H11NO4)?
  1